[1]
# H3NO2

A molecular structure, H3NO2 in a non-equilibrium geometry (wB97M-V/def2-TZVPD, the Open Molecules 2025 dataset).

ORCA input file:
```
! RIJCOSX wB97M-V def2-TZVPD def2/J DEFGRID3
* xyz 0 1
N 1.003 -0.017 -0.043
H 1.153 -0.299 0.920
H 1.278 -0.550 -0.846
O -1.380 -0.266 -0.167
H -1.991 0.346 0.364
O -0.063 0.785 -0.229
*
```

Summary:
LUMO level (alpha / beta)   0.47 / 0.47 eV
Gap between HOMO and LUMO (alpha / beta)   10.44 / 10.44 eV

---

[2]
# H3NO2S

2 unconnected molecules or ions with the total composition H3NO2S in a non-equilibrium geometry (wB97M-V/def2-TZVPD, the Open Molecules 2025 dataset).

ORCA input file:
```
! RIJCOSX wB97M-V def2-TZVPD def2/J DEFGRID3
* xyz 0 1
O -0.637 -0.472 0.548
O 1.565 1.688 0.377
H -1.563 -0.456 -1.295
S 1.999 0.079 0.596
H 0.840 1.988 1.053
H -0.990 -1.904 -0.732
N -1.214 -0.924 -0.546
*
```

Summary:
LUMO level (alpha / beta)   -0.13 / -1.03 eV
Gap between HOMO and LUMO (alpha / beta)   8.82 / 7.51 eV

---

[3]
# H3NO2S

H3NO2S in the gas phase in a non-equilibrium geometry (wB97M-V/def2-TZVPD, the Open Molecules 2025 dataset).

ORCA input file:
```
! RIJCOSX wB97M-V def2-TZVPD def2/J DEFGRID3
* xyz 0 1
H 0.838 1.994 -0.575
O 1.621 -0.319 0.410
S 1.040 0.513 -0.663
O -0.622 0.575 -0.400
H -0.413 -0.837 1.047
H -1.384 -1.350 -0.161
N -1.081 -0.577 0.343
*
```

Summary:
LUMO level   0.34 eV
Gap between HOMO and LUMO   9.83 eV

---

[4]
# H3NO2Si

2 unconnected molecules or ions with the total composition H3NO2Si in a non-equilibrium geometry (wB97M-V/def2-TZVPD, the Open Molecules 2025 dataset).

ORCA input file:
```
! RIJCOSX wB97M-V def2-TZVPD def2/J DEFGRID3
* xyz 0 1
Si 0.260 0.861 -0.216
O -0.480 -1.504 -0.579
N -0.074 -0.875 0.390
H -1.722 1.126 -0.382
H 1.303 1.175 0.859
O 0.158 -1.362 1.489
H 0.555 0.579 -1.562
*
```

Summary:
LUMO level   -0.99 eV
Gap between HOMO and LUMO   9.53 eV

---

[5]
# H3NO3Si

H3NO3Si in the gas phase in a non-equilibrium geometry (wB97M-V/def2-TZVPD, the Open Molecules 2025 dataset).

ORCA input file:
```
! RIJCOSX wB97M-V def2-TZVPD def2/J DEFGRID3
* xyz 0 1
O -0.281 0.479 0.320
N -1.504 -0.063 -0.148
O -2.524 0.489 0.099
H 1.153 -0.014 -1.350
H 1.400 -1.017 0.869
O -1.354 -1.140 -0.611
H 1.842 1.193 0.805
Si 1.269 0.073 0.015
*
```

Summary:
LUMO level   0.32 eV
Gap between HOMO and LUMO   11.75 eV
SMILES   O=[N+]([O-])O[SiH3]

---

[6]
# H3NO3Si

A molecular structure, H3NO3Si in a non-equilibrium geometry (wB97M-V/def2-TZVPD, the Open Molecules 2025 dataset).

ORCA input file:
```
! RIJCOSX wB97M-V def2-TZVPD def2/J DEFGRID3
* xyz 0 3
Si -0.817 -0.570 -0.128
H -1.232 -0.853 -1.471
H -1.193 -1.667 0.983
O -1.209 0.941 0.268
O 1.410 1.201 0.126
N 1.405 -0.024 0.077
O 2.348 -0.767 -0.103
H -0.712 1.741 0.248
*
```

Summary:
LUMO level (alpha / beta)   -0.25 / -2.71 eV
Expectation value of S²   2.009
Gap between HOMO and LUMO (alpha / beta)   6.50 / 7.54 eV

---

Listing energy relative to the best compared isomer or geometry (same formula, charge and spin) for the structures above in their given order: 40.2; 100.4; 80.3; 49.8; 64.6; 22.7 kcal per mole.